Formula: C4H6BrN
Source: the OMol25 dataset
Level of theory: ωB97M-V/def2-TZVPD

Computed properties:
HOMO level in eV: -7.28
E_tot in eV: -75774.4033
2S+1: 1
Molar mass in g/mol: 148.00
Orbital gap in eV: 7.966
ΔE to the lowest compared entry with this formula, charge and spin in kcal per mole: 58.0
E_LUMO in eV: 0.684

Geometry (Å):
C -0.37986 -1.19658 0.51679
C -0.19996 1.21626 -0.36192
C 0.03818 -2.02571 1.64655
C 0.44649 1.57505 -1.61992
N -0.34178 -0.04046 0.09892
Br -1.70384 2.30914 0.02650
H -0.99033 -2.20199 2.09683
H 0.64783 -1.50540 2.29688
H 0.37948 -3.13107 1.42836
H 0.68450 2.67495 -1.81926
H 0.03955 1.25034 -2.53050
H 1.37974 1.07546 -1.77924

Force components x, y, z for each atom (eV/Å):
C -0.20 2.50 -2.44
C -1.53 -2.51 1.25
C -2.42 -2.70 -0.97
C 2.29 1.60 -0.87
N 1.34 -0.45 0.53
Br -0.37 0.29 0.28
H 1.21 0.15 0.08
H 1.51 0.77 1.62
H -0.45 2.49 -0.02
H -0.56 -1.36 0.95
H -1.96 -0.46 -1.17
H 1.14 -0.32 0.75

***

Formula: C38H61ClO21PS
Source: the OMol25 dataset
Level of theory: ωB97M-V/def2-TZVPD

Computed properties:
HOMO level in eV: -3.89
E_tot in eV: -116039.1448
2S+1: 1
Molar mass in g/mol: 952.38
Orbital gap in eV: 5.274
ΔE to the lowest compared entry with this formula, charge and spin in kcal per mole: 0.0
E_LUMO in eV: 1.384
Total charge: -1

Geometry (Å):
C 4.23189 0.16469 0.52371
C 2.90021 -0.48810 0.93264
C 2.52975 -0.40299 2.26738
C 1.27985 -0.97997 2.62528
C 0.51906 -1.61793 1.66404
C 0.89089 -1.72861 0.32916
C 0.16579 -2.42200 -0.81587
P -1.62046 -3.05672 -0.60590
C -1.06445 -4.92284 -0.54524
C -1.98488 -5.74006 0.41368
C -1.49789 -5.62343 1.89999
S -2.71017 -4.95024 3.03128
O -3.60289 -5.97006 3.52081
O -2.03671 -4.32858 4.13425
O -3.55822 -3.77765 2.32840
C -2.26762 -1.21526 -0.61471
C -3.55410 -1.01661 0.18413
C -3.35636 -0.24453 1.52288
Cl -4.68823 0.06150 -0.84615
C 2.10830 -1.12752 0.00096
H 4.66789 0.72755 1.36417
H 4.94421 -0.58195 0.14862
H 4.01805 0.86596 -0.30037
H 3.12871 0.07501 3.03561
H 0.91789 -0.95127 3.65321
H -0.42392 -2.04842 1.99558
H 0.80758 -3.25155 -1.15912
H 0.15642 -1.71796 -1.66693
H -1.58571 -3.10184 0.85197
H -3.03818 -3.48359 -0.53024
H -1.74117 -3.14168 -2.05781
H -0.05972 -5.01984 -0.09613
H -1.07263 -5.38789 -1.54222
H -3.02984 -5.39679 0.36980
H -1.96866 -6.79392 0.10130
H -1.14464 -6.60482 2.23446
H -0.63875 -4.94232 1.94038
H -4.13073 -4.23423 1.68619
H -1.51529 -0.49618 -0.25607
H -2.49021 -0.97980 -1.66434
H -4.12838 -1.93021 0.36335
H -3.95260 0.67737 1.52811
H -2.31019 0.06939 1.60768
H -3.69780 -0.86318 2.36161
H 2.48811 -1.16315 -1.02410
C 6.45599 2.20995 6.93403
C 5.61010 1.69936 5.79405
C 5.16927 0.26973 5.95786
O 4.99954 -0.14370 4.60209
C 5.83936 0.60273 3.84447
O 6.07536 0.38160 2.69982
O 6.36137 1.63503 4.56689
H 6.85616 3.19719 6.69979
H 5.87008 2.27562 7.85098
H 7.31238 1.55516 7.10765
H 4.76094 2.36259 5.62682
H 4.23745 0.17315 6.51204
H 5.93070 -0.36339 6.42199
C -0.66513 3.57611 4.40536
C 0.49854 3.72879 5.35406
C 1.80064 3.19309 4.81582
O 2.50338 2.85879 6.02810
C 1.56538 2.57061 6.96478
O 1.80254 2.06592 8.01672
O 0.33070 2.92610 6.53801
H -1.59655 3.84703 4.90675
H -0.53857 4.20536 3.52591
H -0.77131 2.54361 4.08213
H 0.58855 4.77234 5.67396
H 2.35722 3.92616 4.23491
H 1.67976 2.28663 4.22284
C 3.49773 -0.53064 -5.22526
C 2.01952 -0.82888 -5.33583
C 1.15152 -0.00995 -4.41607
O 0.02546 -0.87280 -4.22022
C 0.47087 -2.15149 -4.36730
O -0.14820 -3.11699 -4.07399
O 1.73252 -2.16298 -4.89008
H 4.07499 -1.24852 -5.81100
H 3.72117 0.47084 -5.57806
H 3.83502 -0.62323 -4.19070
H 1.69158 -0.74330 -6.37420
H 0.84477 0.93219 -4.85219
H 1.61457 0.17808 -3.44164
C -1.97350 3.71539 -1.33550
C -0.79022 3.87822 -0.41252
C 0.51590 3.38168 -0.97959
O 1.24538 3.03832 0.20418
C 0.32718 2.70651 1.14810
O 0.57852 2.17636 2.18027
O -0.92470 3.05344 0.75175
H -2.89917 3.96528 -0.81650
H -1.87504 4.35976 -2.21017
H -2.06833 2.68010 -1.66820
H -0.71004 4.91884 -0.08019
H 1.04434 4.13938 -1.55523
H 0.40466 2.48041 -1.58786
C 4.04888 2.47709 -10.60316
C 3.13328 2.93502 -9.49487
C 3.77319 3.87955 -8.50947
O 3.01197 3.63206 -7.32220
C 2.56572 2.35211 -7.39843
O 2.07111 1.75565 -6.49641
O 2.76323 1.84245 -8.63996
H 3.56939 1.69781 -11.19566
H 4.30968 3.30764 -11.25951
H 4.96607 2.04688 -10.19749
H 2.21585 3.35769 -9.91483
H 3.69688 4.92269 -8.80880
H 4.81965 3.64074 -8.30389
C -7.34127 -1.69038 -0.16206
C -8.59482 -1.17016 0.49262
C -8.87919 -1.76276 1.84787
O -10.30692 -1.64854 1.93169
C -10.78229 -1.68446 0.65900
O -11.93075 -1.81028 0.37400
O -9.77401 -1.55998 -0.23832
H -7.26538 -1.32798 -1.18505
H -6.45844 -1.37364 0.38545
H -7.35261 -2.78199 -0.21336
H -8.57171 -0.07701 0.53140
H -8.39855 -1.21926 2.65839
H -8.61345 -2.82024 1.91779

Force components x, y, z for each atom (eV/Å):
C -0.92 0.18 -0.28
C 1.63 0.89 0.51
C -1.92 -0.86 0.38
C 1.45 0.53 -0.28
C -1.16 -0.47 0.45
C 0.75 0.22 -0.69
C 0.23 0.07 0.25
P 0.14 -0.39 -0.79
C -0.72 -0.47 0.91
C 0.52 0.08 0.08
C 0.07 0.29 -1.52
S 0.26 -0.39 3.07
O -0.58 -0.40 -1.58
O 0.70 0.86 -0.72
O 0.35 -1.20 -0.16
C -0.70 0.00 0.14
C 0.60 1.23 0.39
C -0.32 -0.07 -0.45
Cl -0.03 -0.01 -0.06
C 0.06 0.02 -0.12
H -0.31 -0.43 -0.79
H -0.04 0.20 0.22
H 0.20 -0.14 0.15
H 0.08 -0.01 -0.31
H 0.10 0.05 -0.21
H 0.16 0.02 -0.17
H -0.23 0.13 0.12
H -0.16 -0.12 0.26
H 0.11 0.33 0.14
H -0.32 -0.23 0.15
H 0.12 0.23 0.02
H -0.09 0.14 -0.45
H 0.07 0.23 0.15
H 0.21 -0.07 -0.38
H -0.21 0.17 0.33
H -0.52 0.29 0.60
H -0.38 0.04 0.14
H -0.01 0.41 -0.17
H -0.11 -0.19 -0.06
H 0.28 -0.25 0.14
H 0.16 0.07 -0.37
H 0.08 -0.27 0.02
H -0.16 -0.32 0.30
H 0.43 0.13 -0.02
H -0.23 -0.09 0.11
C 0.38 0.14 -0.18
C 0.30 0.31 0.62
C -0.38 -0.08 0.16
O 0.24 0.07 -0.07
C 0.12 -0.01 -0.13
O 0.50 0.07 0.58
O -0.29 -0.44 -0.19
H -0.12 0.04 0.05
H -0.07 -0.01 -0.06
H -0.07 -0.07 0.00
H -0.06 -0.12 0.01
H -0.07 -0.03 -0.18
H 0.07 0.11 0.02
C -0.50 -0.24 0.53
C -0.43 0.02 -0.62
C 0.22 0.05 -0.15
O -0.13 0.03 0.10
C -0.15 -0.13 0.10
O 0.07 0.04 -0.02
O 0.39 0.05 0.10
H 0.07 0.19 -0.01
H 0.05 0.01 0.03
H 0.12 0.03 -0.07
H 0.14 -0.04 0.05
H 0.14 -0.02 0.15
H -0.13 0.04 -0.01
C 0.22 -0.51 0.15
C 0.68 0.19 0.08
C -0.35 0.18 0.08
O 0.23 -0.18 -0.06
C -0.15 -0.18 0.20
O 0.12 -0.04 -0.33
O -0.32 0.15 0.07
H -0.04 0.04 -0.06
H -0.05 0.00 0.02
H -0.09 0.02 0.02
H -0.08 0.05 0.05
H -0.22 -0.10 0.02
H 0.15 -0.11 -0.05
C -0.23 -0.26 0.17
C -0.50 -0.02 -0.58
C 0.26 0.12 -0.15
O -0.21 0.02 0.13
C -0.05 -0.33 -0.08
O 0.15 0.13 -0.10
O 0.39 0.06 0.15
H 0.03 0.09 -0.03
H 0.05 0.03 0.04
H 0.07 0.00 0.01
H 0.11 -0.02 0.03
H 0.15 -0.02 0.16
H -0.16 0.01 0.02
C 0.02 -0.40 0.03
C 0.43 -0.07 -0.55
C -0.05 0.33 0.03
O 0.00 -0.23 -0.06
C -0.12 -0.06 0.05
O 0.04 0.44 -0.35
O -0.09 0.24 0.30
H -0.05 0.10 -0.05
H -0.05 0.03 0.03
H 0.00 0.09 0.06
H -0.02 0.04 0.11
H -0.12 0.02 0.18
H -0.01 -0.09 -0.12
C -0.37 -0.40 -0.27
C 0.71 -0.25 -0.22
C 0.02 0.16 0.29
O -0.03 -0.06 -0.20
C -0.08 -0.01 -0.13
O 0.02 0.02 0.04
O -0.28 0.07 0.37
H 0.12 0.13 0.08
H -0.05 0.08 0.00
H -0.08 0.01 0.11
H -0.09 -0.01 0.07
H -0.19 0.04 0.06
H 0.07 0.02 -0.13

***

Formula: C35H50N3O5SiY
Source: the OMol25 dataset
Level of theory: ωB97M-V/def2-TZVPD

Computed properties:
HOMO level in eV: -0.43
E_tot in eV: -60736.9533
2S+1: 1
Molar mass in g/mol: 709.79
Orbital gap in eV: 4.982
ΔE to the lowest compared entry with this formula, charge and spin in kcal per mole: 8.3
E_LUMO in eV: 4.550
Total charge: -2

Geometry (Å):
Y 0.01270 -0.40979 -0.05826
O -0.51470 1.99997 0.03318
C -1.04371 2.90706 0.76204
C -0.81226 4.28855 0.49200
C -1.35291 5.29496 1.26361
C -2.16735 5.00126 2.35931
C -2.41475 3.66896 2.64040
C -1.87763 2.62552 1.88575
C -2.26922 1.27899 2.26616
N -1.90721 0.17118 1.73104
N -2.58934 -0.91813 2.29056
C -2.31539 -2.01886 1.64322
O -1.52196 -2.18188 0.66502
C -3.04737 -3.24955 2.12679
C -3.95505 -3.20722 3.18197
C -4.61143 -4.35871 3.58994
C -4.36981 -5.56776 2.94692
C -3.46564 -5.61502 1.89508
C -2.80784 -4.46087 1.48800
H -0.18165 4.53884 -0.35443
H -1.13652 6.32914 1.01301
H -2.59840 5.78807 2.96510
H -3.05328 3.40821 3.47951
H -2.99944 1.20934 3.07956
H -4.12702 -2.25686 3.66948
H -5.31493 -4.31551 4.41386
H -4.88662 -6.46662 3.26434
H -3.26899 -6.55331 1.38990
H -2.09683 -4.47237 0.67406
C 2.33866 0.49804 2.97936
O 1.56256 1.37592 2.18409
C 2.35363 2.27407 1.43431
C 3.06332 1.63358 0.25436
O 2.25700 1.44172 -0.90061
C 1.99102 2.59206 -1.66806
C 1.33829 2.14218 -2.96082
O 0.03735 1.63955 -2.75904
C -0.95910 2.63051 -2.71189
H 3.06872 1.06908 3.57126
H 1.65218 -0.00999 3.65139
H 2.85023 -0.25910 2.37874
H 1.67724 3.05588 1.09218
H 3.10810 2.73567 2.09148
H 3.93875 2.24548 -0.01235
H 3.39988 0.62703 0.51210
H 1.32143 3.26971 -1.12697
H 2.93051 3.12402 -1.89807
H 1.32861 2.97762 -3.67722
H 1.92052 1.32247 -3.38803
H -1.02694 3.15159 -3.67821
H -1.90161 2.12940 -2.50234
H -0.77716 3.35547 -1.91478
C -2.71194 -1.11442 -2.98047
Si -0.90422 -1.55415 -2.47255
C -1.03626 -3.46054 -2.31058
C -0.03467 -1.41934 -4.18210
H -3.07648 -1.81464 -3.74229
H -2.77749 -0.10352 -3.39700
H -3.39012 -1.16161 -2.12337
H -1.42168 -3.92432 -3.22731
H -1.69987 -3.71388 -1.48095
H -0.05993 -3.90122 -2.08571
H -0.65964 -1.86874 -4.96420
H 0.92438 -1.94332 -4.17343
H 0.15912 -0.37892 -4.45482
C 5.05080 -0.37696 -1.93230
C 4.35512 -1.71796 -1.64544
C 3.08381 -1.83812 -2.47725
C 4.20723 -2.06570 -0.16092
C 5.38100 -2.51695 0.43045
C 5.43362 -3.09872 1.69107
C 4.20133 -3.36533 2.29143
C 2.99964 -2.94356 1.75528
C 1.73537 -3.55429 2.34360
C 0.95349 -4.31539 1.26889
C 0.81569 -2.60994 3.11916
C 2.96236 -2.05261 0.59818
N 1.89418 -1.32381 0.31593
H 5.52232 -0.39312 -2.92204
H 5.82427 -0.16636 -1.19117
H 4.32761 0.43401 -1.92327
H 5.03622 -2.49011 -2.02625
H 2.34372 -1.10146 -2.16565
H 2.62418 -2.82143 -2.35940
H 3.31841 -1.69289 -3.53776
H 6.30078 -2.44112 -0.15045
H 6.36645 -3.43691 2.12648
H 4.17255 -3.97461 3.19415
H 2.08676 -4.30158 3.06740
H 0.52228 -3.62702 0.54142
H 0.13682 -4.88943 1.71679
H 1.61740 -5.00319 0.73951
H 0.49921 -1.77965 2.48768
H 1.33446 -2.20433 3.99240
H -0.08002 -3.13550 3.46607

Force components x, y, z for each atom (eV/Å):
Y 0.37 0.64 1.24
O 0.14 -0.59 0.01
C 0.15 -0.02 0.10
C -0.01 0.07 0.02
C -0.01 0.00 0.04
C 0.02 -0.02 -0.06
C 0.01 0.06 0.03
C -0.06 -0.14 0.05
C -0.02 -0.12 -0.08
N 0.06 -0.01 0.13
N 0.12 0.23 -0.11
C -0.03 -0.40 0.04
O 0.44 0.63 -0.21
C 0.07 0.12 -0.05
C 0.00 0.01 0.03
C 0.01 0.01 0.00
C -0.01 0.00 -0.01
C 0.01 0.04 0.01
C -0.04 -0.04 0.02
H 0.00 0.02 0.08
H 0.00 0.00 0.00
H 0.01 0.01 0.01
H 0.00 0.00 0.01
H 0.02 0.02 -0.04
H -0.01 -0.01 0.00
H 0.00 0.00 0.00
H 0.01 0.00 0.01
H 0.01 0.00 -0.01
H 0.03 -0.01 -0.02
C 0.06 -0.05 0.03
O -0.05 0.07 -0.09
C -0.13 -0.09 -0.04
C 0.16 -0.08 -0.19
O -0.22 -0.07 0.05
C 0.06 0.03 0.11
C -0.07 -0.03 0.14
O 0.09 -0.08 -0.23
C 0.03 0.12 0.02
H -0.01 0.01 0.00
H -0.01 0.02 0.00
H -0.04 0.04 0.04
H -0.04 0.09 -0.02
H 0.00 -0.04 -0.01
H -0.03 0.02 -0.06
H 0.02 0.05 0.01
H 0.08 0.01 -0.05
H -0.03 -0.06 0.02
H -0.04 0.00 0.00
H 0.03 0.00 0.02
H 0.00 -0.01 -0.03
H -0.01 -0.01 0.01
H -0.07 -0.07 -0.15
C -0.04 0.05 0.04
Si -0.21 -0.38 -0.82
C 0.02 -0.05 0.06
C 0.04 0.03 -0.03
H -0.02 0.00 -0.02
H 0.02 0.01 0.00
H -0.02 -0.02 0.01
H -0.01 0.00 -0.02
H -0.03 -0.02 0.00
H 0.01 0.00 -0.01
H 0.00 -0.02 -0.01
H 0.00 -0.01 0.00
H -0.02 0.03 -0.01
C 0.00 -0.08 0.03
C -0.07 -0.03 0.01
C 0.02 0.06 0.03
C 0.09 0.03 -0.07
C 0.02 0.02 0.07
C -0.04 0.03 -0.06
C -0.04 -0.02 0.05
C 0.10 -0.13 0.19
C -0.05 0.07 -0.03
C 0.01 0.03 -0.07
C 0.01 0.06 0.00
C -0.26 0.18 0.01
N -0.51 -0.21 -0.31
H -0.05 0.02 -0.01
H 0.02 -0.01 0.00
H -0.13 0.17 0.09
H 0.03 0.00 -0.01
H 0.04 -0.03 -0.05
H -0.02 0.00 0.03
H 0.00 0.00 -0.02
H 0.00 0.00 -0.01
H 0.01 0.00 0.00
H 0.00 0.00 0.01
H 0.00 -0.02 -0.01
H 0.04 -0.03 0.03
H -0.02 0.00 0.02
H 0.00 -0.03 0.01
H 0.02 -0.07 0.09
H -0.02 0.01 0.00
H 0.00 -0.02 0.00

***

Formula: CH7N3OP
Source: the OMol25 dataset
Level of theory: ωB97M-V/def2-TZVPD

Computed properties:
HOMO level (alpha / beta) in eV: -14.04 / -14.04
E_tot in eV: -16948.2468
2S+1: 1
Molar mass in g/mol: 108.06
Orbital gap (alpha / beta) in eV: 8.435 / 8.432
ΔE to the lowest compared entry with this formula, charge and spin in kcal per mole: 37.9
E_LUMO (alpha / beta) in eV: -5.604 / -5.607
Total charge: +1

Geometry (Å):
C -1.15717 0.17264 0.17595
N -2.39760 0.05349 -0.28331
N -0.25180 -0.74835 0.09467
N 1.54664 -0.26091 0.72525
O -0.85771 1.32913 0.72667
P 2.62307 0.23945 -0.32368
H -2.72267 -0.78235 -0.74017
H -3.03618 0.82702 -0.17056
H -0.42272 -1.66265 -0.28819
H 1.70912 -1.10411 1.26463
H 0.02694 1.29471 1.13077
H 2.95596 -0.65275 -1.34816
H 1.98412 1.29467 -0.96387

Force components x, y, z for each atom (eV/Å):
C 0.20 -0.12 -0.01
N -0.19 0.30 0.04
N 1.99 -0.10 0.56
N -2.88 -0.61 0.59
O -0.24 0.28 0.08
P 1.54 0.65 -0.85
H 0.08 0.07 0.05
H 0.04 -0.08 0.01
H -0.11 -0.10 -0.11
H -0.11 -0.07 0.03
H -0.10 -0.15 -0.07
H -0.21 -0.21 -0.19
H -0.01 0.14 -0.13